one.
Here is an isolated ion of composition C5H6N and charge +1 from OMol25. Energies are from ωB97M-V/def2-TZVPD.

```
12
C5H6N, DFT ωB97M-V/def2-TZVPD
C -1.99840 0.77049 -0.40879
C -1.96104 -0.52020 -0.13635
C -0.66601 -0.68513 0.54179
C 0.32213 -0.18226 -0.33129
C 1.80461 0.05191 0.05504
N -0.93571 0.71920 0.54597
H -2.60935 1.53524 -0.93740
H -0.57205 -1.48892 1.27813
H 0.06192 -0.31363 -1.33986
H 2.08159 0.97251 0.49597
H 2.44700 -0.12622 -0.69235
H 2.02532 -0.73297 0.92916
```

Summary:
Total charge: +1
SMILES: C[C@H]1[C@@H]2C3=C[N@+]312
HOMO-LUMO gap in eV: 8.8

***

two.
Here is a 2-piece molecular cluster, C5H6N overall from OMol25. Energies are from ωB97M-V/def2-TZVPD.

```
12
C5H6N, DFT ωB97M-V/def2-TZVPD
C 3.35066 -1.79446 -0.10450
C 2.61056 -0.82706 0.06249
C -2.39759 0.33423 -0.52279
C 1.64904 0.13366 0.16554
C -1.74336 -0.06897 0.84956
N -2.43553 0.96539 0.77165
H -1.71925 0.81711 -1.16090
H -3.35379 0.03777 -0.97244
H 1.68383 0.95573 -0.56061
H 0.83955 0.07868 0.94320
H -2.55392 1.87128 1.17860
H 4.06980 -2.50334 -0.64982
```

Summary:
Total charge: +1
HOMO-LUMO gap (alpha / beta) in eV: 4.4 / 4.4

***

three.
Here is C5H6N as an isolated structure from OMol25. Energies are from ωB97M-V/def2-TZVPD.

```
12
C5H6N, DFT ωB97M-V/def2-TZVPD
C 1.15835 0.67402 -0.21587
C -1.42496 0.49243 0.22373
C 0.94119 -0.58682 0.55207
C -0.26698 0.37196 -0.69597
C -0.60406 -0.57249 0.67480
N -0.14241 -1.11742 -0.59179
H 1.20894 1.51758 0.55334
H 1.81007 0.57363 -1.10366
H -1.26852 1.44098 0.73005
H -2.43042 0.27329 -0.07611
H 1.71607 -1.32066 1.08091
H -0.69727 -1.74650 -1.13149
```

Summary:
Total charge: +1
HOMO-LUMO gap in eV: 10.0

***

four.
Here is an isolated ion of composition C5H6N and charge +1 from OMol25. Energies are from ωB97M-V/def2-TZVPD.

```
12
C5H6N, DFT ωB97M-V/def2-TZVPD
C -1.39854 0.82523 -1.79000
C -1.57525 1.28285 -2.90623
C 1.21039 -0.43090 0.26351
C -1.19478 0.29915 -0.47797
C -0.12007 -0.06580 0.13802
N 0.31353 -0.45897 1.44639
H -1.79056 1.91802 -3.82517
H 1.71008 -1.40664 -0.09311
H 1.80111 0.51563 0.22457
H -2.11094 0.42067 0.10252
H -0.00539 -1.31414 1.81884
H 0.46891 0.30960 1.97931
```

Summary:
Total charge: +1
SMILES: C#C/C=C1\C[NH2+]1
HOMO-LUMO gap in eV: 9.9

***

Energies, relative to the best one, in kJ/mol: one 282.3; two 369.7; three 214.1; four 0.0.

***

one.
Here is a single C3H3NOS molecule from OMol25. Energies are from ωB97M-V/def2-TZVPD.

```
9
C3H3NOS, DFT ωB97M-V/def2-TZVPD
C -0.53429 -0.71757 0.67106
C 0.75980 0.88879 -1.01053
C -0.44983 0.12665 -0.68607
N 0.32058 -0.60520 1.52278
O -1.43302 -0.08736 -1.41712
S 1.00233 2.29501 -0.22156
H -1.45303 -1.27402 0.45645
H 1.41564 0.41657 -1.75021
H 0.37183 -1.04286 2.43521
```

Summary:
Total charge: 0
SMILES: [H]/N=C/C(=O)C=S
HOMO-LUMO gap in eV: 8.1

***

two.
Here is a single C3H3NOS molecule from OMol25. Energies are from ωB97M-V/def2-TZVPD.

```
9
C3H3NOS, DFT ωB97M-V/def2-TZVPD
C -0.34958 -0.04910 -0.65697
C 0.04238 -0.29567 0.67043
C 1.16825 0.46080 0.80225
H -2.30634 -1.29892 -0.63768
H -0.44770 -0.94467 1.39332
H 1.88692 0.64729 1.53814
N 0.40602 0.83561 -1.24068
O 1.30483 1.21361 -0.28789
S -1.70477 -0.56895 -1.58092
```

Summary:
Total charge: 0
SMILES: Sc1ccon1
HOMO-LUMO gap in eV: 9.9

***

three.
Here is a single C3H3NOS molecule from OMol25. Energies are from ωB97M-V/def2-TZVPD.

```
9
C3H3NOS, DFT ωB97M-V/def2-TZVPD
C -2.14410 -1.48194 0.02855
C -0.05577 0.19460 -0.02074
C 1.46756 0.67279 -0.08870
N -3.23032 -1.07074 -0.09374
O -0.90894 1.17555 -0.21694
S -0.36457 -1.80171 0.06080
H 1.12636 1.55415 0.52370
H 2.19435 0.77236 -0.81269
H 1.91544 -0.01506 0.61977
```

Summary:
Total charge: 0
SMILES: CC(=O)SC#N
HOMO-LUMO gap in eV: 9.9

***

Energies, relative to the best one, in kJ/mol: one 57.6; two 0.0; three 115.5.

***

one.
Here is a single C3H3NOS molecule from OMol25. Energies are from ωB97M-V/def2-TZVPD.

```
9
C3H3NOS, DFT ωB97M-V/def2-TZVPD
C -0.85476 1.23447 0.66637
C -0.44216 1.88243 1.81391
C 0.86511 -0.35992 0.25678
N -0.20668 0.40662 -0.09880
O 0.01901 2.72498 2.39800
S 1.43893 -1.07842 1.79588
H -1.74699 1.80523 0.46753
H 0.82107 -1.23875 -0.37681
H 1.76933 0.27204 -0.05295
```

Summary:
Total charge: 0
HOMO-LUMO gap (alpha / beta) in eV: 8.9 / 5.7

***

two.
Here is a single C3H3NOS molecule from OMol25. Energies are from ωB97M-V/def2-TZVPD.

```
9
C3H3NOS, DFT ωB97M-V/def2-TZVPD
C -2.12201 0.41652 0.88363
C 0.20237 -0.00877 0.50950
C 0.40391 -0.38147 -0.74877
N -3.07970 0.90412 0.47310
O -0.93763 0.01705 1.28289
S 2.07011 -0.51207 -1.48310
H 1.12970 0.37877 0.88909
H -0.41414 -0.73687 -1.39351
H 2.74739 -0.07727 -0.41283
```

Summary:
Total charge: 0
SMILES: N#CO/C=C/S
HOMO-LUMO gap in eV: 9.9

***

Energies, relative to the best one, in kJ/mol: one 174.8; two 0.0.

***

one.
Here is a single C3H6N2S molecule from OMol25. Energies are from ωB97M-V/def2-TZVPD.

```
12
C3H6N2S, DFT ωB97M-V/def2-TZVPD
C -1.43573 -0.75223 -0.14282
C 0.01177 1.21681 0.11560
C 1.13680 -0.81743 0.09770
H -2.13997 0.13181 -0.50874
H -2.03520 -1.12335 0.89913
H -1.31664 -1.47241 -0.89538
H -1.02860 1.68646 0.42525
H 2.00116 1.51386 -0.25753
H 1.11638 -1.91109 0.46989
N 0.03500 -0.10367 -0.06163
N 1.01192 1.97403 -0.08348
S 2.64309 -0.34277 -0.05797
```

Summary:
Total charge: 0
SMILES: [H]/N=C\N(C)C=S
HOMO-LUMO gap in eV: 8.4

***

two.
Here is a single C3H6N2S molecule from OMol25. Energies are from ωB97M-V/def2-TZVPD.

```
12
C3H6N2S, DFT ωB97M-V/def2-TZVPD
C 1.64986 -0.81413 0.06214
C -0.29878 0.42547 0.08865
C -1.20457 -0.71821 -0.11054
H 2.78038 -0.64518 0.07585
H 1.47255 -1.36906 -0.86450
H 1.07045 -1.29051 0.96777
H -0.07906 2.34263 -0.00155
H -1.84071 2.03071 0.16706
H -0.89572 -1.85131 -0.25099
N 1.01741 0.50858 -0.08576
N -0.87570 1.74465 -0.06006
S -2.79610 -0.36365 0.01194
```

Summary:
Total charge: 0
SMILES: C/N=C(/N)C=S
HOMO-LUMO gap in eV: 7.3

***

Energies, relative to the best one, in kJ/mol: one 42.2; two 0.0.

***

one.
Here is a single C3H6N2S molecule from OMol25. Energies are from ωB97M-V/def2-TZVPD.

```
12
C3H6N2S, DFT ωB97M-V/def2-TZVPD
C -1.35470 -0.28360 -0.02202
C -0.51885 0.78496 0.58315
C 1.54582 -0.31724 -0.32709
H -0.93800 -1.24764 0.19093
H -2.36785 -0.27503 0.45590
H -1.53548 -0.08980 -1.08865
H 1.39324 1.16821 1.11699
H 2.60378 -0.27229 -0.01924
H 0.18211 -1.11442 -1.41211
N 0.84140 0.59652 0.42562
N 1.18276 -1.04316 -1.30993
S -1.03422 2.09348 1.40647
```

Summary:
Total charge: 0
SMILES: [H]/N=C\NC(C)=S
HOMO-LUMO gap in eV: 8.9

***

two.
Here is a 2-piece molecular cluster, C3H6N2S overall from OMol25. Energies are from ωB97M-V/def2-TZVPD.

```
12
C3H6N2S, DFT ωB97M-V/def2-TZVPD
C 3.26186 -1.61256 -1.52427
C 1.33170 0.79012 0.80023
C -0.08569 -0.71288 -0.29803
N 3.11260 -2.04975 -0.42117
N 0.04903 0.39686 0.32091
S 3.19927 -1.06373 -2.95677
H 1.74632 0.00916 1.42901
H 1.92331 0.97728 -0.18448
H 1.20169 1.69882 1.45167
H 3.58847 -2.42690 0.32154
H 0.61790 -1.50641 -0.40728
H -1.08399 -0.99433 -0.64418
```

Summary:
Total charge: 0
SMILES: N=C=S.C=NC
HOMO-LUMO gap in eV: 10.1

***

three.
Here is a single C3H6N2S molecule from OMol25. Energies are from ωB97M-V/def2-TZVPD.

```
12
C3H6N2S, DFT ωB97M-V/def2-TZVPD
C -0.78315 -0.10102 0.58563
C 0.34515 1.04413 0.11097
C 0.14051 -1.19767 0.11646
H -1.90582 0.04814 -1.43112
H -0.77524 -0.25464 1.66871
H 0.00868 1.49347 -0.91972
H 0.40740 1.92606 0.67769
H 2.15054 0.51802 -0.79205
H -0.24485 -2.26547 0.18059
N 1.69724 0.20227 0.01484
N 1.41272 -1.18488 -0.13914
S -2.45316 -0.22841 -0.07286
```

Summary:
Total charge: 0
SMILES: S[C@H]1C=NNC1
HOMO-LUMO gap in eV: 9.6

***

four.
Here is a 2-piece molecular cluster, C3H6N2S overall from OMol25. Energies are from ωB97M-V/def2-TZVPD.

```
12
C3H6N2S, DFT ωB97M-V/def2-TZVPD
C -2.96354 -1.07335 -0.48780
C 1.59435 -0.18591 -0.22038
C 2.26919 1.03870 -0.50546
N 1.20340 -1.23741 0.08821
N -1.91108 -0.37775 -0.14442
S -1.80366 1.23490 0.00778
H -3.14025 -2.16928 -0.62040
H -3.70099 -0.31932 -0.67097
H 1.62629 1.83471 -0.38444
H 2.85020 1.26839 0.33367
H 2.70542 0.88712 -1.48300
H -1.19897 -0.89892 0.31770
```

Summary:
Total charge: 0
SMILES: C=[NH+][S-].CC#N
HOMO-LUMO gap (alpha / beta) in eV: 8.1 / 8.1

***

Energies, relative to the best one, in kJ/mol: one 0.0; two 115.3; three 225.9; four 179.2.

***

one.
Here is a single C3H6N2S molecule from OMol25. Energies are from ωB97M-V/def2-TZVPD.

```
12
C3H6N2S, DFT ωB97M-V/def2-TZVPD
C 1.76853 -0.48059 -0.58187
C -0.28090 1.04281 -1.00661
C 0.04834 -0.74443 0.72274
H 1.92919 -1.27884 0.20365
H 1.74529 -1.20914 -1.48173
H 2.50144 0.21236 -0.52839
H -0.90814 1.70143 -0.30265
H 1.05776 0.87143 -2.46092
H 0.70235 -1.68218 1.12306
N 0.45562 0.03435 -0.30658
N 0.11047 1.23447 -2.33849
S -1.26289 -0.40022 1.69731
```

Summary:
Total charge: 0
SMILES: [H]/N=C\N(C)C=S
HOMO-LUMO gap in eV: 8.2

***

two.
Here is a single C3H6N2S molecule from OMol25. Energies are from ωB97M-V/def2-TZVPD.

```
12
C3H6N2S, DFT ωB97M-V/def2-TZVPD
C -0.70866 0.16307 -0.73198
C 0.48798 1.04119 -0.31101
C -0.50039 -1.21710 -0.07260
H -1.59045 -0.61578 -2.38534
H -0.91625 0.87854 -2.59284
H -1.70674 0.59259 -0.36228
H 0.33546 2.16028 -0.37678
H 1.40901 0.84324 -0.91023
H -0.85991 -2.09212 -0.55019
N -0.74883 -0.02455 -2.18915
N 0.23799 -1.21509 0.96515
S 0.70195 0.43674 1.40245
```

Summary:
Total charge: 0
SMILES: N[C@H]1C=NSC1
HOMO-LUMO gap in eV: 9.5

***

Energies, relative to the best one, in kJ/mol: one 222.5; two 0.0.

***

one.
Here is a single C3H6N2S molecule from OMol25. Energies are from ωB97M-V/def2-TZVPD.

```
12
C3H6N2S, DFT ωB97M-V/def2-TZVPD
C 1.63608 -0.54969 -0.62685
C -0.89876 -0.40838 -0.83663
C -0.86996 1.02614 1.27018
H 2.03756 0.48283 -0.52972
H 1.63160 -1.05224 0.47372
H 2.23246 -1.22910 -1.37872
H -1.71375 -0.47248 -1.73703
H -1.83679 -0.53650 0.98361
H -1.37415 1.15264 2.34340
N 0.27836 -0.60085 -1.30667
N -1.14862 -0.14149 0.49037
S 0.02597 2.32913 0.85432
```

Summary:
Total charge: 0
SMILES: C/N=C\NC=S
HOMO-LUMO gap in eV: 9.0

***

two.
Here is a single C3H6N2S molecule from OMol25. Energies are from ωB97M-V/def2-TZVPD.

```
12
C3H6N2S, DFT ωB97M-V/def2-TZVPD
C -2.35145 -0.08888 0.01343
C 0.02817 0.07957 -0.02747
C 2.44386 0.26802 -0.03070
H -2.85508 -0.51267 0.87217
H -2.88979 -0.42596 -0.85430
H -2.36374 1.00834 0.14961
H 0.01406 1.15363 -0.03625
H 1.41091 -1.42692 0.08439
H 2.23964 1.34304 -0.08268
N -0.98324 -0.65472 -0.09518
N 1.32251 -0.46349 0.01841
S 3.98414 -0.27995 -0.01143
```

Summary:
Total charge: 0
SMILES: C/N=C/NC=S
HOMO-LUMO gap in eV: 9.1

***

three.
Here is a single C3H6N2S molecule from OMol25. Energies are from ωB97M-V/def2-TZVPD.

```
12
C3H6N2S, DFT ωB97M-V/def2-TZVPD
C 2.85141 0.92187 -1.34176
C 0.14875 -0.76399 0.36672
C -1.04544 0.03291 0.48509
H 2.75905 1.92265 -1.99958
H 3.45616 1.07825 -0.38843
H 3.32406 0.14254 -1.98509
H 0.70599 1.52541 -1.28976
H 0.08367 -1.91859 0.51032
H -0.88189 1.21200 0.37265
N 1.47450 0.64383 -0.89857
N 1.21461 -0.46912 -0.26432
S -2.49994 -0.39562 0.99124
```

Summary:
Total charge: 0
SMILES: CN/N=C\C=S
HOMO-LUMO gap in eV: 7.7

***

four.
Here is a 2-piece molecular cluster, C3H6N2S overall from OMol25. Energies are from ωB97M-V/def2-TZVPD.

```
12
C3H6N2S, DFT ωB97M-V/def2-TZVPD
C 0.06296 -0.97294 -1.40082
C -0.98157 0.06178 -1.71641
C 0.96895 0.80183 1.96821
N 1.07269 -0.57433 -0.72942
N 1.14890 0.69542 -0.46482
S -0.18928 1.56765 -1.06181
H -0.01180 -1.99187 -1.73378
H -1.17031 0.18612 -2.78341
H -1.92810 -0.14279 -1.20883
H 1.24787 1.83263 1.97864
H -0.06450 0.53130 2.03889
H 1.71204 0.04914 2.13661
```

Summary:
Total charge: 0
HOMO-LUMO gap (alpha / beta) in eV: 8.6 / 7.1

***

Energies, relative to the best one, in kJ/mol: one 193.0; two 0.0; three 289.7; four 369.9.

***

one.
Here is an isolated ion of composition C7H9N2O3 and charge -1 from OMol25. Energies are from ωB97M-V/def2-TZVPD.

```
21
C7H9N2O3, DFT ωB97M-V/def2-TZVPD
C 2.53091 -0.82408 0.10162
C 2.07748 0.48287 -0.03162
C 1.59674 -1.81927 0.08569
C 0.72357 0.76562 -0.10976
C -0.20854 -0.28280 -0.06913
C 0.28326 2.18956 -0.17707
C -2.57072 -1.32602 -0.03814
N 0.28078 -1.57390 -0.07016
N -1.65382 -0.10201 0.04696
O -0.44910 -2.61781 -0.22611
O -2.12581 0.80992 -0.76596
O -1.51656 0.22455 1.36040
H 3.57930 -1.07086 0.19448
H 2.79014 1.29362 -0.06958
H 1.82965 -2.87310 0.12885
H 1.05267 2.80199 -0.65088
H 0.10911 2.55278 0.83516
H -0.66472 2.23629 -0.71230
H -2.36007 -2.01428 0.76628
H -2.48802 -1.76936 -1.02073
H -3.54842 -0.85923 0.09208
```

Summary:
Total charge: -1
SMILES: Cc1ccc[n+]([O-])c1[N+](C)([O-])[O-]
HOMO-LUMO gap in eV: 7.2

***

two.
Here is C7H9N2O3 as an isolated structure from OMol25. Energies are from ωB97M-V/def2-TZVPD.

```
21
C7H9N2O3, DFT ωB97M-V/def2-TZVPD
C -0.25488 -0.81450 -1.17181
C -0.00648 -0.40992 -2.49563
C -1.63750 -1.14733 -1.36004
C -1.50942 -0.49311 -2.69944
C -0.34296 1.53562 0.77847
C 0.54498 0.00775 2.52772
C -0.11786 0.00214 1.19407
N 1.95863 -0.37080 -0.12911
N 0.63632 -0.75786 0.11818
O 0.95966 -0.11837 -3.21925
O -2.49784 -1.69479 -0.67512
O -2.31492 0.07844 -3.48909
H -0.84202 1.16539 -0.29018
H -1.00722 2.12115 1.32690
H 0.48125 2.14680 0.62050
H 1.40119 0.73368 2.62861
H 1.17735 -0.97940 2.63727
H -0.14611 0.17640 3.34016
H -1.07136 -0.55414 1.23505
H 2.07601 0.56582 -0.48911
H 2.51317 -1.19297 -0.38816
```

Summary:
Total charge: -1
HOMO-LUMO gap in eV: 7.6

***

Energies, relative to the best one, in kJ/mol: one 307.3; two 0.0.